Entry 1:
{"formula": "C5H9NS", "method": "the ωB97M-V functional and the def2-TZVPD basis", "multiplicity": 1, "homo_ev": -7.9, "e_above_lowest_ev": 3.163, "smiles": "S=CN1CCCC1", "max_force_ev_per_a": 6.6, "homo_lumo_gap_ev": 8.26, "energy_ev": -17653.0306, "species": ["S", "C", "N", "C", "C", "C", "C", "H", "H", "H", "H", "H", "H", "H", "H", "H"], "coordinates": [[-0.864, -1.065, -2.905], [0.514, -0.827, -1.913], [0.215, -0.351, -0.796], [1.136, 0.428, -0.006], [0.306, 1.142, 1.090], [-0.758, 0.160, 1.345], [-0.996, -0.553, -0.089], [1.531, -0.658, -2.417], [1.806, -0.371, 0.528], [1.618, 0.783, -0.996], [-0.055, 2.167, 0.882], [1.184, 1.345, 1.950], [-1.755, 0.474, 1.813], [-0.499, -0.684, 2.051], [-2.023, -0.288, -0.702], [-1.360, -1.701, 0.166]], "forces_ev_per_a": [[1.36, -1.33, -0.59], [-1.41, 0.03, -6.46], [-0.90, 0.02, 5.18], [2.11, -1.71, -1.26], [4.11, 2.19, 1.32], [-2.67, -2.68, 0.39], [-5.06, -1.72, 1.52], [-1.31, -0.46, 1.30], [-0.67, 1.76, -0.80], [0.66, 1.37, 2.92], [0.09, -0.69, -0.43], [-2.75, -0.67, -1.73], [1.45, 0.25, -0.98], [0.40, 0.96, -0.75], [2.91, 0.27, 1.36], [1.67, 2.40, -0.98]]}

Entry 2:
{"formula": "C27H44BrCoN3OP2", "method": "the ωB97M-V functional and the def2-TZVPD basis", "multiplicity": 4, "homo_ev": [-12.7, -12.7], "s2": 3.9973, "e_above_lowest_ev": 0.000, "max_force_ev_per_a": 4.5, "homo_lumo_gap_ev": [5.14, 3.16], "energy_ev": -161461.4500, "charge": 2, "species": ["C", "C", "C", "C", "N", "C", "C", "C", "C", "C", "C", "C", "C", "C", "Co", "P", "H", "H", "H", "H", "H", "H", "H", "H", "C", "C", "H", "H", "H", "H", "H", "C", "C", "H", "H", "H", "H", "H", "C", "C", "H", "H", "H", "H", "H", "Br", "P", "C", "C", "H", "H", "H", "H", "H", "C", "C", "H", "H", "H", "H", "H", "C", "C", "H", "H", "H", "H", "H", "C", "N", "C", "N", "O", "H", "H", "H", "H", "H", "H"], "coordinates": [[-4.698, -3.830, 5.308], [-4.153, -4.004, 4.024], [-4.557, -5.112, 3.259], [-5.472, -6.008, 3.823], [-5.974, -5.839, 5.045], [-5.607, -4.786, 5.774], [-3.189, -3.076, 3.498], [-2.361, -2.318, 3.018], [-1.441, -1.380, 2.455], [-1.691, -0.005, 2.600], [-0.836, 0.932, 2.011], [0.261, 0.486, 1.274], [0.583, -0.870, 1.189], [-0.278, -1.804, 1.780], [1.444, 1.897, 0.557], [0.059, 2.568, -1.093], [-4.167, -5.286, 2.258], [-4.423, -2.985, 5.936], [-5.798, -6.883, 3.261], [-6.044, -4.689, 6.769], [-0.050, -2.868, 1.743], [-2.545, 0.327, 3.191], [1.500, -1.180, 0.685], [-1.013, 1.998, 2.139], [0.935, 3.572, -2.357], [0.251, 3.848, -3.701], [1.887, 3.044, -2.509], [1.182, 4.519, -1.859], [0.839, 4.567, -4.291], [0.167, 2.941, -4.310], [-0.747, 4.287, -3.588], [-0.804, 1.141, -1.858], [-2.334, 1.156, -1.797], [-0.440, 0.249, -1.321], [-0.447, 1.021, -2.892], [-2.754, 0.247, -2.251], [-2.681, 1.182, -0.757], [-2.765, 2.017, -2.324], [-1.138, 3.673, -0.245], [-1.864, 4.692, -1.121], [-0.549, 4.194, 0.526], [-1.852, 3.035, 0.298], [-2.614, 5.233, -0.530], [-1.172, 5.446, -1.515], [-2.397, 4.228, -1.960], [3.534, 1.993, -0.427], [2.421, -2.618, -3.295], [1.245, -1.263, -3.748], [1.398, -0.884, -5.220], [1.455, -0.413, -3.080], [0.231, -1.638, -3.543], [0.516, -0.340, -5.572], [2.272, -0.245, -5.382], [1.518, -1.772, -5.852], [3.643, -1.630, -2.317], [4.992, -2.349, -2.332], [3.245, -1.502, -1.300], [3.721, -0.631, -2.776], [5.803, -1.662, -2.075], [5.013, -3.179, -1.621], [5.201, -2.756, -3.325], [1.461, -3.432, -1.928], [0.747, -4.681, -2.446], [0.754, -2.689, -1.528], [2.190, -3.688, -1.144], [0.471, -5.342, -1.618], [-0.171, -4.426, -2.982], [1.385, -5.252, -3.129], [3.553, 2.459, 3.214], [2.870, 3.694, 3.540], [1.694, 4.066, 3.015], [1.200, 5.247, 3.487], [1.046, 3.427, 2.136], [2.865, 1.788, 2.651], [3.855, 1.974, 4.159], [4.442, 2.670, 2.598], [3.318, 4.374, 4.141], [0.234, 5.424, 3.280], [1.624, 5.701, 4.277]], "forces_ev_per_a": [[-0.11, -0.31, -0.15], [-0.25, -0.23, 0.17], [-0.13, -0.06, 0.35], [0.38, 0.65, 0.05], [-0.20, -0.23, 0.12], [0.41, 0.24, -0.54], [1.12, 0.98, -0.73], [-1.16, -1.14, 0.70], [0.30, 0.21, -0.08], [0.33, 0.19, -0.10], [-0.19, -0.32, -0.07], [-0.04, 0.41, 0.10], [-0.26, 0.14, -0.15], [-0.02, 0.27, 0.03], [0.01, 0.57, 1.20], [-0.75, 0.20, 0.00], [-0.04, 0.11, 0.24], [0.01, -0.17, -0.21], [0.02, 0.19, 0.20], [0.07, -0.08, -0.26], [-0.03, 0.22, -0.01], [0.20, -0.11, -0.21], [-0.26, -0.08, 0.10], [-0.04, -0.26, 0.01], [0.44, -0.08, 0.02], [-0.37, -0.02, -0.19], [-0.16, 0.25, -0.01], [0.02, -0.23, 0.04], [-0.03, -0.24, 0.31], [-0.05, 0.14, 0.16], [0.24, -0.18, -0.02], [0.14, -0.63, -0.24], [-0.30, 0.11, 0.01], [-0.12, 0.33, -0.12], [-0.13, 0.28, 0.17], [0.24, 0.27, 0.11], [0.06, -0.01, -0.21], [0.12, -0.22, 0.11], [-0.07, -0.03, 0.28], [-0.21, 0.21, -0.21], [-0.13, -0.20, -0.21], [0.23, 0.12, -0.20], [0.21, -0.18, -0.05], [-0.13, -0.19, 0.01], [0.14, 0.11, 0.18], [0.02, -0.21, -0.01], [-1.55, 2.69, 3.31], [-0.28, -0.64, -1.12], [-0.10, 0.37, -0.41], [0.13, -0.44, -0.03], [0.30, 0.05, -0.10], [0.20, -0.07, 0.03], [-0.10, -0.12, 0.02], [-0.16, 0.23, 0.07], [0.97, -0.23, -1.00], [0.44, 0.02, 0.23], [-0.18, -0.17, -0.32], [-0.05, -0.40, 0.04], [-0.12, -0.14, 0.03], [0.01, 0.07, -0.08], [0.13, 0.11, 0.13], [0.59, -1.23, -0.48], [-0.33, -0.34, 0.09], [0.33, 0.07, -0.26], [-0.16, 0.04, -0.24], [0.01, 0.13, -0.15], [0.13, -0.02, 0.03], [-0.13, 0.02, 0.22], [0.30, -0.32, 0.02], [-0.41, 0.11, -0.30], [-0.16, 0.46, 0.02], [-0.01, -0.70, -0.51], [0.70, -0.39, -0.12], [0.54, 0.47, 0.58], [-0.13, 0.04, -0.56], [-0.33, -0.27, 0.17], [0.05, -0.42, -0.09], [-0.02, 0.25, 0.05], [-0.17, 0.03, 0.05]]}

Entry 3:
{"formula": "C3H9O3Yb", "method": "the ωB97M-V functional and the def2-TZVPD basis", "multiplicity": 2, "homo_ev": [-4.6, -7.2], "s2": 0.7516, "e_above_lowest_ev": 0.037, "max_force_ev_per_a": 3.3, "homo_lumo_gap_ev": [5.01, 7.10], "energy_ev": -40926.8019, "species": ["Yb", "O", "H", "C", "O", "C", "C", "H", "H", "H", "H", "H", "H", "H", "O", "H"], "coordinates": [[5.162, -2.220, -0.669], [4.614, 0.621, -1.778], [4.209, 1.183, -1.113], [4.550, -4.860, 1.440], [4.231, -4.257, 0.197], [2.883, -4.463, -0.231], [2.750, -3.862, -1.622], [5.515, -4.457, 1.768], [3.781, -4.625, 2.190], [4.628, -5.950, 1.313], [2.211, -3.956, 0.482], [2.666, -5.543, -0.236], [1.675, -3.853, -1.879], [3.246, -4.537, -2.346], [3.300, -2.583, -1.657], [3.944, -0.167, -1.924]], "forces_ev_per_a": [[0.47, 0.32, 0.11], [-1.51, -2.84, -0.47], [-0.21, 0.01, 0.15], [-0.06, -0.21, 0.14], [0.26, 0.11, 0.05], [-0.39, -0.19, 0.05], [-0.04, 0.30, -0.19], [-0.20, -0.12, -0.06], [0.19, -0.06, -0.13], [-0.03, 0.21, 0.12], [0.14, -0.13, -0.15], [-0.01, 0.18, 0.04], [0.16, -0.08, 0.04], [-0.11, 0.09, 0.13], [-0.09, -0.06, -0.06], [1.41, 2.46, 0.23]]}

Entry 4:
{"formula": "C2H9N3", "method": "the ωB97M-V functional and the def2-TZVPD basis", "multiplicity": 1, "homo_ev": -9.2, "e_above_lowest_ev": 1.459, "smiles": "C=N.NCN", "max_force_ev_per_a": 0.8, "homo_lumo_gap_ev": 10.03, "energy_ev": -6689.0504, "species": ["C", "N", "H", "H", "H", "N", "C", "N", "H", "H", "H", "H", "H", "H"], "coordinates": [[0.379, -2.595, 0.065], [0.341, -2.764, 1.314], [-0.355, -2.999, -0.626], [1.191, -2.025, -0.386], [1.130, -2.285, 1.746], [-0.784, 2.053, 0.839], [0.185, 1.470, -0.080], [-0.350, 1.311, -1.432], [-1.607, 2.377, 0.346], [-1.115, 1.356, 1.495], [1.117, 2.034, -0.128], [0.471, 0.502, 0.352], [-0.994, 0.526, -1.435], [0.390, 1.037, -2.069]], "forces_ev_per_a": [[0.67, 0.38, -0.05], [-0.42, -0.15, 0.02], [-0.23, -0.19, 0.25], [0.00, 0.07, -0.32], [-0.02, -0.08, 0.08], [-0.11, -0.06, -0.02], [-0.02, -0.74, 0.26], [0.03, -0.17, 0.08], [0.18, 0.23, -0.18], [0.08, 0.02, -0.01], [-0.18, 0.40, -0.13], [0.11, -0.02, 0.03], [-0.15, 0.10, 0.00], [0.06, 0.21, -0.02]]}